ORCA calculation (ωB97M-V/def2-TZVPD) on a structure of composition C20H8Br4F5N2O3S2W.

Molecular weight in g/mol: 986.9
LUMO energy in eV: -4.1
Max |F| in Eh/bohr: 0.0140
Total charge: +1
E_HOMO in Eh: -0.401

Last column: natural (NBO) charge in e.
Positions of all 45 atoms, in Å:
W: -0.10793 -0.19959 0.25978  1.794
Br: -5.06842 0.31247 -0.63627  0.137
Br: -5.89488 3.55791 -0.52815  0.149
Br: -3.51424 5.81887 -0.14255  0.145
Br: -0.33840 4.78424 0.20500  0.131
S: 4.55958 0.13320 0.02232  0.566
S: 0.24791 0.31249 4.78257  0.588
F: -2.15126 -6.25172 0.86391  -0.266
F: -0.19297 -7.43808 -0.58600  -0.263
F: -2.11785 -3.57635 1.25879  -0.281
F: 1.80718 -5.94306 -1.64995  -0.268
F: 1.84923 -3.26320 -1.25726  -0.294
O: -1.98127 0.03342 -0.33828  -0.697
O: -0.10996 -2.05002 0.19100  -0.684
O: -0.25229 1.68843 0.05346  -0.668
N: 0.35420 0.02058 2.29267  -0.516
N: 2.06298 -0.00073 0.36504  -0.545
C: -1.76204 3.59595 -0.06841  -0.160
C: 2.63119 0.16312 1.62436  0.173
C: 0.84816 -5.36594 -0.94161  0.283
C: -1.17728 -5.52242 0.34298  0.285
C: 1.79362 0.39273 4.04145  -0.399
C: -1.98784 -0.04847 3.14255  -0.676
C: -2.46724 1.28474 -0.32348  0.207
C: -4.10228 3.03085 -0.37247  -0.145
C: -1.15743 -4.15107 0.54077  0.303
C: -1.48254 2.24638 -0.12109  0.254
C: -0.13772 -3.38588 0.00003  0.207
C: -3.79341 1.66973 -0.42514  -0.149
C: 1.66436 0.20014 2.71090  0.086
C: 2.72400 -0.17839 -2.03936  -0.672
C: -0.17507 -6.12981 -0.39880  0.296
C: -0.51136 0.07861 3.29072  0.128
C: 3.97737 0.25883 1.62833  -0.421
C: 0.86294 -3.99753 -0.73776  0.295
C: 2.97948 -0.02475 -0.58128  0.139
C: -3.09409 3.99184 -0.20308  -0.158
H: 1.65356 -0.21433 -2.23115  0.248
H: 4.64244 0.38738 2.46514  0.269
H: -2.46709 -0.14113 4.11384  0.254
H: -2.38586 0.83225 2.63398  0.264
H: 3.18146 -1.09766 -2.40392  0.263
H: -2.22556 -0.92054 2.53165  0.266
H: 2.68759 0.56450 4.61623  0.269
H: 3.14879 0.66237 -2.58714  0.261